[1]
Molecular formula: C7H6BrN4S
Method: DFT, wB97M-V/def2-TZVPD

Each line ends with the natural charge from an NBO analysis.
CARTESIAN COORDINATES (ANGSTROEM)
H  -1.4435  4.5508  0.5155  0.41
N  -0.9087  3.8455  -0.0564  -0.46
C  -0.9451  2.5974  -0.0300  0.30
C  0.2252  1.8637  -0.5146  -0.12
C  0.3644  0.4843  -0.3429  -0.04
S  1.8060  -0.2886  -0.6952  0.49
C  1.7602  -2.0301  -0.4790  -0.79
N  -0.8231  -0.0401  0.2290  -0.15
C  -1.9762  0.6641  0.5821  0.42
N  -1.9727  1.9230  0.5960  -0.35
C  -3.0597  -0.3268  0.9263  -0.43
Br  -4.4349  -0.3860  -0.3415  0.21
C  -2.1378  -1.6688  0.7556  0.41
N  -0.9896  -1.3802  0.3281  -0.26
H  1.1188  2.5019  -0.6871  0.28
H  0.9550  -2.5776  -0.9719  0.26
H  1.9219  -2.3694  0.5195  0.25
H  2.7656  -2.3601  -1.0525  0.28
H  -3.5171  -0.0963  1.8625  0.30

Cartesian forces (eV/Å) of the 3 atoms listed first:
H -0.140 -1.818 -0.919
N 1.192 2.760 0.215
C 0.373 -0.059 0.678

Its SMILES is [H]/N=c1/cc(SC)n2c(n1)[C@@H](Br)C#[N+]2. For the energy relative to the best compared isomer or geometry (same formula, charge and spin), the calculation gives 542.0 kJ/mol. For the LUMO energy (alpha / beta), the calculation gives -0.3025 / -0.2978 Eh. Its charge is +1. Its molar mass is 258.12 g/mol. For the calculated total energy, the calculation gives -94179.732 eV.

[2]
Molecular formula: C7H6ClN3S
Method: DFT, wB97M-V/def2-TZVPD

Each line ends with the natural charge from an NBO analysis.
CARTESIAN COORDINATES (ANGSTROEM)
Cl  -1.4041  -2.0326  0.8377  -0.22
C  -1.3957  -0.2134  0.2184  0.14
C  0.1917  -0.0504  0.1019  -0.05
C  0.9762  -0.2657  -1.0165  -0.18
C  2.3514  -0.0706  -0.9726  -0.23
C  2.9149  0.4136  0.1800  0.03
N  2.1921  0.5372  1.2265  -0.41
C  0.9171  0.2434  1.2764  0.04
C  -2.1597  -0.2822  -1.0858  0.04
N  -3.3458  0.2534  -1.0183  -0.53
S  -3.6054  0.9658  0.4799  0.67
N  -1.9921  0.6725  1.0058  -0.79
H  0.4899  -0.5219  -1.9853  0.22
H  2.9413  -0.3484  -1.7763  0.21
H  3.9366  0.5194  0.3358  0.19
H  0.4238  0.4231  2.1884  0.17
H  -1.8669  -0.9367  -2.0105  0.24
H  -1.5652  0.6934  2.0144  0.45

Cartesian forces (eV/Å) of the 3 atoms listed first:
Cl -0.504 -0.546 0.328
C 4.124 -1.815 -3.028
C -0.770 -0.072 1.307

Its SMILES is Cl[C@@]1(c2cccnc2)C=NSN1. For the energy relative to the best compared isomer or geometry (same formula, charge and spin), the calculation gives 87.0 kJ/mol. For the LUMO energy, the calculation gives 0.0124 Eh. Its molar mass is 199.67 g/mol. For the calculated total energy, the calculation gives -35182.109 eV.

[3]
Molecular formula: C7H6EuO6
Method: DFT, wB97M-V/def2-TZVPD

Each line ends with the Mulliken spin population.
CARTESIAN COORDINATES (ANGSTROEM)
O  3.5385  -4.4944  -2.7577  0.00
C  3.1530  -3.5959  -2.1706  0.00
Eu  0.9376  0.2819  0.0799  6.06
O  2.2998  0.0328  -3.4163  0.00
C  1.9157  0.0702  -2.3289  -0.01
C  0.9689  -2.0854  0.8190  -0.01
O  0.9511  -3.1649  1.2300  0.00
C  3.4242  -0.3168  0.4204  -0.01
O  4.5178  -0.5098  0.6968  0.00
C  0.0294  -1.4902  -1.4538  -0.02
O  -0.3321  -2.3443  -2.1542  0.00
C  -2.9838  2.3527  1.7290  0.00
C  -2.2839  1.4266  0.7596  0.00
O  -0.8391  1.6790  0.7647  -0.01
H  -2.5302  2.3584  2.7273  0.00
H  -3.9966  1.9700  1.8740  0.00
H  -3.0870  3.3719  1.3423  0.00
H  -2.3478  0.3710  1.0342  0.00
H  -2.6325  1.4982  -0.2811  0.00
H  -0.7029  2.5892  1.0855  0.00

Cartesian forces (eV/Å) of the 3 atoms listed first:
O -0.967 2.340 1.546
C 0.880 -2.202 -1.466
Eu -1.140 1.528 0.129

As for the spin multiplicity: 7. The expectation value of S² is 12.014. For the energy relative to the best compared isomer or geometry (same formula, charge and spin), the calculation gives 129.4 kJ/mol. For the LUMO energy (alpha / beta), the calculation gives -0.6196 / -0.5382 Eh. Its charge is +3. Its molar mass is 338.08 g/mol. For the calculated total energy, the calculation gives -38934.845 eV.

[4]
Molecular formula: C7H6F3IS
Method: DFT, wB97M-V/def2-TZVPD

Each line ends with the natural charge from an NBO analysis.
CARTESIAN COORDINATES (ANGSTROEM)
C  0.6769  0.2933  -0.9424  -0.24
C  1.2516  -0.9331  -0.4530  -0.33
C  -0.3660  0.9525  -0.4684  -0.14
C  0.6482  -1.6573  0.4669  -0.03
C  -1.3437  0.5215  0.6382  -0.56
C  -1.4753  -0.9497  0.9170  -0.40
C  -0.7523  -0.6326  3.5485  0.82
F  0.4940  -0.7542  3.1032  -0.31
F  -1.0038  0.6976  3.7594  -0.33
F  -0.8267  -1.2112  4.7509  -0.32
S  -1.8517  -1.6022  2.4862  0.27
I  -2.5887  -2.0853  -0.4327  0.21
H  1.3394  0.6292  -1.7746  0.22
H  2.2581  -1.2806  -0.8184  0.23
H  -0.7581  1.9124  -0.8618  0.22
H  0.7432  -2.4661  1.1572  0.21
H  -1.1392  1.0448  1.6106  0.26
H  -2.4308  0.9158  0.3467  0.22

Cartesian forces (eV/Å) of the 3 atoms listed first:
C 1.397 0.619 -1.606
C 0.592 -1.995 1.236
C -1.911 0.673 0.471

For the energy relative to the best compared isomer or geometry (same formula, charge and spin), the calculation gives 336.1 kJ/mol. For the LUMO energy, the calculation gives 0.0118 Eh. Its molar mass is 306.09 g/mol. For the calculated total energy, the calculation gives -34440.601 eV.

| no. | strongest force on any atom (eV/Å) |
| --- | --- |
| 1 | 3.8 |
| 2 | 5.4 |
| 3 | 7.1 |
| 4 | 4.5 |